No. 1
This record from the Open Molecules 2025 dataset describes 2 unconnected molecules or ions with the total composition C5H8N2 in a non-equilibrium geometry. The level of theory is the ωB97M-V functional and the def2-TZVPD basis.

## Properties
- Relative energy (zero: lowest compared OMol25 entry of this formula, charge and spin): 409.8 kJ/mol

Atoms and positions in Å:
H -1.663 -0.714 -1.698
H 1.220 1.429 -0.472
C -0.039 -0.453 1.198
H 0.393 -0.721 2.108
H -0.367 1.848 1.491
H 1.007 0.126 -1.452
H -1.702 1.694 -0.761
H -0.908 -2.350 0.118
C -1.171 -0.476 -0.767
H 2.148 -1.192 -0.021
C -0.545 0.954 0.907
N 1.625 0.475 -0.774
N 1.801 -0.278 0.305
C -1.120 0.916 -0.341
C -0.679 -1.257 0.158



No. 2
This record from the Open Molecules 2025 dataset describes C5H8N2 in the gas phase in a non-equilibrium geometry. The level of theory is the ωB97M-V functional and the def2-TZVPD basis.

## Properties
- SMILES string: C=NC(=C)[C@H]1CN1
- Relative energy (zero: lowest compared OMol25 entry of this formula, charge and spin): 469.1 kJ/mol

Atoms and positions in Å:
N 1.736 0.210 -0.558
H -1.299 -2.206 0.503
N -2.142 -0.342 -0.096
H -2.367 0.501 0.429
H -0.416 -0.950 -1.494
H 3.294 -0.717 0.329
C 0.149 0.794 -0.327
H 1.637 -1.526 0.590
C -1.164 -1.134 0.612
H -0.998 2.503 -0.679
C 2.221 -0.715 0.137
C -0.051 2.090 -0.364
H -0.850 -0.831 1.609
C -0.515 -0.441 -0.543
H 0.763 2.764 -0.146



No. 3
This record from the Open Molecules 2025 dataset describes C5H8N2 in the gas phase in a non-equilibrium geometry. The level of theory is the ωB97M-V functional and the def2-TZVPD basis.

## Properties
- SMILES string: C#CC1N(C)N1C
- Relative energy (zero: lowest compared OMol25 entry of this formula, charge and spin): 517.2 kJ/mol

Atoms and positions in Å:
H 1.638 1.902 0.675
C -0.442 -1.579 0.411
H -0.839 1.969 -1.421
C 0.349 -1.067 -0.647
H -1.353 1.049 0.023
H 2.222 0.342 1.265
C -1.059 0.975 -1.030
H 0.494 0.695 1.325
H -1.744 -2.384 2.074
N 0.096 0.147 -1.271
C -1.140 -1.975 1.308
C 1.405 0.834 0.734
H -1.896 0.545 -1.582
N 1.355 0.335 -0.637
H 0.914 -1.790 -1.228



No. 4
This record from the Open Molecules 2025 dataset describes 2 unconnected molecules or ions with the total composition C5H8N2. The level of theory is the ωB97M-V functional and the def2-TZVPD basis.

## Properties
- SMILES string: C[C@]12CC1=N2.C=N
- Relative energy (zero: lowest compared OMol25 entry of this formula, charge and spin): 471.7 kJ/mol

Atoms and positions in Å:
C -0.651 1.285 -0.397
N -1.868 -1.614 0.012
H -0.294 2.248 -0.782
C 1.702 0.284 -0.796
C 2.096 1.118 0.508
C -0.836 -1.814 0.725
H -0.016 -2.382 0.295
H 1.763 0.752 -1.779
H -1.202 0.775 -1.192
H -0.725 -1.528 1.775
C 0.547 0.496 0.034
N 1.132 0.682 1.289
H -2.561 -1.124 0.579
H -1.320 1.480 0.445
H 2.234 -0.658 -0.717



No. 5
This record from the Open Molecules 2025 dataset describes C5H8N2 in the gas phase in a non-equilibrium geometry. The level of theory is the ωB97M-V functional and the def2-TZVPD basis.

## Properties
- SMILES string: CC1(C)N[C@H]1C#N
- Relative energy (zero: lowest compared OMol25 entry of this formula, charge and spin): 124.1 kJ/mol

Atoms and positions in Å:
C -1.254 -1.057 0.604
H 0.086 1.944 -0.624
H -1.590 1.388 -0.811
N 0.412 -0.760 -1.219
H -0.940 1.716 0.802
H -0.876 -2.083 0.588
C -0.693 1.311 -0.186
C 2.234 0.464 0.127
C -0.280 -0.141 -0.097
H -2.221 -1.031 0.097
N 3.219 1.036 0.344
H 1.450 -1.388 0.592
C 1.158 -0.514 0.027
H -1.388 -0.746 1.646
H 0.692 -0.065 -1.909



No. 6
This record from the Open Molecules 2025 dataset describes 2 unconnected molecules or ions with the total composition C5H8N2 in a non-equilibrium geometry. The level of theory is the ωB97M-V functional and the def2-TZVPD basis.

## Properties
- SMILES string: C=C=NC.CC#N
- Relative energy (zero: lowest compared OMol25 entry of this formula, charge and spin): 242.6 kJ/mol

Atoms and positions in Å:
N -2.268 -1.942 -0.664
N 1.661 0.308 -1.069
H -0.903 2.254 -1.184
H 1.967 -0.092 0.992
C -0.593 1.273 -1.494
C -1.878 -1.247 0.168
C 0.502 0.697 -1.083
C 2.501 -0.024 0.037
H 2.975 -0.982 -0.181
H -1.244 0.729 -2.159
H 3.284 0.731 0.127
H -1.111 -1.285 2.091
H -2.445 -0.122 1.843
H -0.894 0.270 1.177
C -1.555 -0.569 1.400



No. 7
This record from the Open Molecules 2025 dataset describes C5H8N2 in the gas phase in a non-equilibrium geometry. The level of theory is the ωB97M-V functional and the def2-TZVPD basis.

## Properties
- SMILES string: C[C@H]1[C@@H](C#N)N1C
- Relative energy (zero: lowest compared OMol25 entry of this formula, charge and spin): 321.9 kJ/mol

Atoms and positions in Å:
C 0.795 0.932 -0.882
H -1.733 0.255 1.151
C 1.214 -1.160 0.873
H 1.418 -0.765 1.881
C 0.377 2.156 -0.210
H 0.274 -1.659 0.812
N 0.036 3.114 0.341
H 1.990 -1.882 0.619
H -2.170 -1.116 0.198
N 0.967 -0.304 -0.244
H -0.395 -0.811 -1.718
C -1.655 -0.137 0.097
H 1.540 1.082 -1.682
C -0.312 -0.204 -0.791
H -2.348 0.499 -0.446



No. 8
This record from the Open Molecules 2025 dataset describes C5H8N2 in the gas phase in a non-equilibrium geometry. The level of theory is the ωB97M-V functional and the def2-TZVPD basis.

## Properties
- SMILES string: Cc1cnn(C)c1
- Relative energy (zero: lowest compared OMol25 entry of this formula, charge and spin): 70.2 kJ/mol

Atoms and positions in Å:
H -2.597 -1.264 -0.413
C 2.433 -0.323 -0.011
H 3.083 -0.135 0.852
C -0.092 -0.706 -0.061
H 1.056 2.191 0.881
N -0.807 1.359 0.409
C 1.017 0.017 0.292
N -1.152 0.129 0.024
H -3.157 0.162 0.506
H -2.802 0.306 -1.240
C 0.509 1.301 0.578
H 2.664 0.266 -0.864
H -0.176 -1.733 -0.396
C -2.517 -0.181 -0.305
H 2.538 -1.390 -0.251



No. 9
This record from the Open Molecules 2025 dataset describes 2 unconnected molecules or ions with the total composition C5H8N2 in a non-equilibrium geometry. The level of theory is the ωB97M-V functional and the def2-TZVPD basis.

## Properties
- Relative energy (zero: lowest compared OMol25 entry of this formula, charge and spin): 553.6 kJ/mol

Atoms and positions in Å:
H -2.081 -0.180 -0.904
N -0.552 0.930 0.238
C -0.224 -0.588 2.556
C 1.309 0.670 -1.541
C -0.131 0.900 -1.134
N -0.146 -2.480 0.195
H -0.383 -0.375 3.612
H 1.394 0.621 -2.633
H 0.450 -1.400 2.307
C -0.524 -1.473 -0.242
H 1.704 -0.259 -1.120
H -0.647 1.628 -1.775
C -1.029 -0.163 -0.613
H 1.927 1.503 -1.191
H -0.647 0.050 1.785



No. 10
This record from the Open Molecules 2025 dataset describes C5H8N2 in the gas phase. The level of theory is the ωB97M-V functional and the def2-TZVPD basis.

## Properties
- Relative energy (zero: lowest compared OMol25 entry of this formula, charge and spin): 318.7 kJ/mol

Atoms and positions in Å:
H -1.516 -2.509 -0.051
C 1.554 -0.114 -0.260
H 2.406 -0.303 -0.913
C -0.236 1.385 0.527
C 0.891 1.047 -0.357
H -0.810 -1.068 -0.837
H -1.154 2.291 -1.108
H -1.992 2.369 0.385
N 0.165 -1.808 0.936
N -1.168 2.059 -0.112
H 1.219 1.774 -1.111
C -1.012 -1.554 0.128
H 2.100 -1.475 1.352
C 1.248 -1.180 0.728
H -1.696 -0.914 0.694



No. 11
This record from the Open Molecules 2025 dataset describes a molecular structure, C5H8N2. The level of theory is the ωB97M-V functional and the def2-TZVPD basis.

## Properties
- Relative energy (zero: lowest compared OMol25 entry of this formula, charge and spin): 408.7 kJ/mol

Atoms and positions in Å:
N -1.754 0.246 1.065
C -0.172 0.959 -0.472
C -0.660 0.542 1.749
H -0.742 -1.516 -2.418
H 1.625 2.047 2.062
C -0.278 -2.165 -1.670
N 1.577 1.496 1.219
H 0.254 1.424 -1.350
H 0.776 -1.896 -1.565
H -0.782 -2.026 -0.711
H -0.363 -3.207 -1.987
H -0.571 0.424 2.826
C -1.507 0.904 -0.077
H 2.227 1.772 0.499
C 0.370 0.997 0.830



No. 12
This record from the Open Molecules 2025 dataset describes 2 unconnected molecules or ions with the total composition C5H8N2 in a non-equilibrium geometry. The level of theory is the ωB97M-V functional and the def2-TZVPD basis.

## Properties
- Relative energy (zero: lowest compared OMol25 entry of this formula, charge and spin): 594.6 kJ/mol

Atoms and positions in Å:
H -1.159 1.096 1.777
H 2.436 -1.094 -0.557
N 1.802 1.001 1.112
C -1.840 -0.013 0.074
C 0.782 0.895 0.335
H 0.324 1.799 -0.063
C 1.407 -1.196 -0.882
H -3.213 0.243 -1.690
H -0.335 -0.118 -1.338
H 1.103 -2.144 -1.308
C -2.395 0.122 -1.018
C -0.981 0.216 1.169
N 0.571 -0.228 -0.727
H 2.176 0.100 1.410
H -0.677 -0.679 1.707



No. 13
This record from the Open Molecules 2025 dataset describes a molecular structure, C5H8N2 in a non-equilibrium geometry. The level of theory is the ωB97M-V functional and the def2-TZVPD basis.

## Properties
- Relative energy (zero: lowest compared OMol25 entry of this formula, charge and spin): 435.7 kJ/mol

Atoms and positions in Å:
H -2.306 0.111 -1.058
H 3.100 0.348 -0.355
N -1.154 0.250 -0.431
C -0.060 -0.556 -0.587
H -2.642 -1.388 0.321
C 0.429 1.329 0.433
C 2.412 -0.353 0.128
H 2.696 -0.420 1.186
C -2.842 -0.383 -0.085
H 0.922 2.138 0.958
H 2.556 -1.339 -0.324
C 0.996 0.100 -0.019
H -0.124 -1.509 -1.100
N -0.856 1.414 0.174
H -3.127 0.258 0.758



No. 14
This record from the Open Molecules 2025 dataset describes C5H8N2 in the gas phase in a non-equilibrium geometry. The level of theory is the ωB97M-V functional and the def2-TZVPD basis.

## Properties
- Relative energy (zero: lowest compared OMol25 entry of this formula, charge and spin): 465.3 kJ/mol

Atoms and positions in Å:
C -0.276 -1.462 0.736
H 2.165 0.018 0.676
H -1.573 -0.489 -1.065
H -1.332 -1.506 1.024
H 1.697 0.999 -0.729
C -1.317 1.468 -1.177
H -0.054 -2.234 -0.009
H 0.316 -1.665 1.633
H 0.057 1.921 0.917
C -0.472 0.978 1.185
N -0.868 0.222 -0.911
H 1.799 -0.771 -0.869
C 0.057 -0.064 0.225
C 1.515 0.055 -0.207
N -1.714 2.530 -1.430



No. 15
This record from the Open Molecules 2025 dataset describes C5H8N2 in the gas phase. The level of theory is the ωB97M-V functional and the def2-TZVPD basis.

## Properties
- SMILES string: Cn1ccc(N)c1
- Relative energy (zero: lowest compared OMol25 entry of this formula, charge and spin): 49.7 kJ/mol

Atoms and positions in Å:
H -1.692 -1.981 0.302
C 0.375 -1.304 0.007
N 0.918 -0.072 -0.222
C -0.104 0.864 -0.228
H 0.105 1.913 -0.389
H 1.007 -2.181 0.064
H 2.356 0.590 1.152
C 2.288 0.247 0.113
C -1.291 0.206 -0.013
H -3.300 0.121 -0.153
N -2.574 0.764 0.132
C -0.983 -1.181 0.129
H -2.689 1.643 -0.355
H 2.682 1.023 -0.548
H 2.901 -0.651 0.008



No. 16
This record from the Open Molecules 2025 dataset describes C5H8N2 in the gas phase in a non-equilibrium geometry. The level of theory is the ωB97M-V functional and the def2-TZVPD basis.

## Properties
- SMILES string: Cc1cc(N)c[nH]1
- Relative energy (zero: lowest compared OMol25 entry of this formula, charge and spin): 153.6 kJ/mol

Atoms and positions in Å:
H -0.929 2.106 0.291
H -0.343 -2.089 -0.303
C 2.128 -0.333 -0.230
H 2.942 0.142 0.322
C -0.738 1.084 0.547
H -2.728 -0.858 -1.227
H 1.176 1.461 1.299
C 0.870 -0.476 0.578
H 2.458 -1.233 -0.741
N 0.505 0.766 1.017
C -0.276 -1.076 0.077
N -2.571 -0.183 -0.489
C -1.280 -0.069 0.015
H 1.788 0.380 -0.998
H -3.035 0.704 -0.636



E values (in eV) by entry order: -8290.74880, -8290.13484, -8289.63552, -8290.10727, -8293.71059, -8292.48239, -8291.66035, -8294.26838, -8289.25901, -8291.69303, -8290.76090, -8288.83361, -8290.48036, -8290.17364, -8294.48097, -8293.40475.